Model a:
Below is the ion C6H11N2 with charge +1, with properties calculated with the ωB97M-V functional and the def2-TZVPD basis.

Frontier orbital gap ... 9.9064 eV
HOMO level ... -13.420 eV
Net charge ... +1
SMILES ... C=CC(=C)/C(N)=[NH+]/C

Element x y z (Å)
N (-0.9807, -0.3576, 0.5720)
N (-0.6728, 1.4939, -0.8200)
C (1.4870, -1.7744, -0.6083)
C (-2.2732, -0.6629, 0.1834)
C (2.0643, 1.6740, 0.3282)
C (1.9387, -0.8152, 0.2313)
C (-0.2524, 0.5593, 0.0481)
C (1.3907, 0.5656, 0.2754)
H (-2.8359, -1.1939, 1.0075)
H (-0.4482, -0.9526, 1.2343)
H (2.9709, -0.9424, 0.7648)
H (-1.6495, 1.7519, -1.1639)
H (1.4713, 2.5620, 0.2103)
H (2.0574, -2.6826, -0.5952)
H (-2.1679, -1.4334, -0.6138)
H (-0.0994, 2.2131, -1.2957)
H (-2.8401, 0.2205, -0.1598)
H (0.6185, -1.5890, -1.2111)
H (3.1509, 1.5807, 0.4095)

Model b:
Below is a cluster of 2 separate species, C6H11N2 in total, with properties calculated with the ωB97M-V functional and the def2-TZVPD basis.

Frontier orbital gap (alpha / beta) ... 7.3361 / 7.3367 eV
HOMO level (alpha / beta) ... -10.861 / -10.862 eV
Net charge ... +1

Element x y z (Å)
N (2.0455, 2.0333, 2.0637)
N (-1.8826, -1.8255, -0.5279)
C (0.9942, 1.6144, 1.2402)
C (0.4064, 1.8460, -0.0178)
C (-0.5045, -1.8485, -0.5414)
C (0.3025, -1.7491, -1.8022)
C (-0.4403, 0.6552, -0.1871)
C (-0.3041, 1.0414, 1.2522)
H (0.3550, 2.7085, -0.5910)
H (-2.3976, -1.8488, 0.3869)
H (1.9019, 1.9095, 3.0094)
H (1.3866, -1.7722, -1.6053)
H (-2.2267, -1.6568, -1.4506)
H (-0.9918, 1.1758, 1.9800)
H (0.0956, -0.8530, -2.4761)
H (-1.5120, 0.7378, -0.3873)
H (0.1994, -2.6956, -2.3857)
H (-0.0847, -2.1707, 0.3911)
H (2.6573, 2.6983, 1.6487)

Energetically preferred structure: model a | next structure: +0.1368 hartree

Model a:
Below is the ion C6H11N2 with charge +1, with properties calculated with the ωB97M-V functional and the def2-TZVPD basis.

Frontier orbital gap ... 10.3407 eV
HOMO level ... -15.480 eV
Net charge ... +1
SMILES ... CCC1=[NH+][C@@H](C)N=C1

Element x y z (Å)
N (-0.0790, -0.6036, -0.7759)
N (1.9538, -0.1381, 0.2122)
C (1.0661, 0.4157, 0.9127)
C (-1.7748, 0.6440, 2.1713)
C (-0.3417, 0.1816, 0.2325)
C (1.4124, -0.7770, -0.9131)
C (1.6648, -0.2913, -2.3735)
C (-1.7095, 0.4216, 0.6525)
H (-0.9385, 0.9813, 2.5958)
H (2.7372, -0.6458, -2.5938)
H (-0.7638, -0.9031, -1.4495)
H (-2.1859, 1.4241, 0.2621)
H (1.4618, 0.7113, -2.3541)
H (-1.8569, -0.4406, 2.6226)
H (1.1132, -0.9653, -2.9854)
H (-2.2713, -0.3620, 0.1066)
H (-2.5717, 1.2247, 2.6353)
H (1.8794, -1.8529, -0.8480)
H (1.2042, 0.9755, 1.8898)

Model b:
Below is the ion C6H11N2 with charge +1, with properties calculated with the ωB97M-V functional and the def2-TZVPD basis.

Frontier orbital gap ... 10.6222 eV
HOMO level ... -14.128 eV
Net charge ... +1
SMILES ... CCCc1c[nH]c[nH+]1

Element x y z (Å)
N (0.8354, -0.8851, 0.5269)
N (-0.6129, -2.4627, 0.1936)
C (0.6800, 1.9814, -0.2405)
C (-0.4637, -0.2381, 0.0880)
C (0.6891, -2.1638, 0.5125)
C (-0.4764, 1.2191, 0.3615)
C (0.4015, 3.0108, -1.2824)
C (-1.3748, -1.2836, 0.0857)
H (-0.1661, 2.7673, -2.3130)
H (1.4420, 2.3651, 0.5458)
H (-1.1935, 1.5720, -0.3652)
H (-2.4090, -1.4718, -0.0394)
H (1.4411, -2.9082, 0.3667)
H (-0.7234, 1.2688, 1.5189)
H (1.2731, 3.4094, -1.6010)
H (1.3749, 1.2882, -0.8118)
H (-0.0614, 3.8134, -0.7432)
H (-0.9034, -3.5077, 0.3124)
H (1.6335, -0.3171, 0.9371)

Model c:
Below is the ion C6H11N2 with charge +1, with properties calculated with the ωB97M-V functional and the def2-TZVPD basis.

Frontier orbital gap ... 10.4426 eV
HOMO level ... -13.937 eV
Net charge ... +1
SMILES ... CCCc1c[nH]c[nH+]1

Element x y z (Å)
N (-0.9557, -1.9674, -0.3185)
N (0.7704, -1.4148, 0.7761)
C (0.2551, -0.1621, 0.2797)
C (0.0600, -2.4440, 0.4681)
C (-0.9796, -0.5250, -0.2666)
C (0.8400, 1.0500, 0.5898)
C (0.7584, 2.1761, -0.5105)
C (-0.7449, 2.5689, -0.8556)
H (-1.7168, 0.1796, -0.6376)
H (1.9840, 0.8264, 0.5455)
H (1.3323, 1.7693, -1.4382)
H (-0.9846, 3.5111, -0.2125)
H (-0.9694, 2.6992, -1.9849)
H (1.6437, -1.2670, 1.2835)
H (0.3394, 1.3358, 1.4586)
H (1.2177, 2.9527, 0.0653)
H (-1.3924, 1.8010, -0.4544)
H (0.4805, -3.5166, 0.4603)
H (-1.7717, -2.5996, -0.5178)

Energetically preferred structure: model c | next structure: +0.0112 hartree

Model a:
Below is a cluster of 2 separate species, C5H13N6O in total, with properties calculated with the ωB97M-V functional and the def2-TZVPD basis.

Frontier orbital gap ... 8.0872 eV
HOMO level ... -11.120 eV
Net charge ... +1

Element x y z (Å)
O (0.2320, 0.2125, -1.7050)
N (1.7784, -1.4801, 1.3613)
N (-1.4867, 0.7390, 0.6440)
N (0.8492, 0.5370, 0.8995)
N (-0.0671, 2.6603, 0.7515)
N (-0.6048, -1.3101, 1.1550)
N (-2.7956, -1.0388, 1.2317)
C (0.6851, -0.8319, 0.7894)
C (1.2427, 1.0343, -2.3263)
C (0.8063, -0.9446, -1.2596)
C (-0.1077, 1.3132, 0.7210)
C (-1.6241, -0.5255, 1.0776)
H (1.8403, 1.3311, -1.4145)
H (-0.8575, 3.0826, 0.1036)
H (0.2749, -1.8676, -1.4623)
H (2.5242, -0.8733, 1.1766)
H (1.8738, -2.4592, 1.0669)
H (1.6306, 0.3960, -3.1183)
H (0.6887, 1.7395, -2.8712)
H (1.7988, -1.1886, -1.5689)
H (-3.7888, -0.5761, 1.2188)
H (-2.2861, 1.2458, 0.1926)
H (0.8189, 3.0370, 0.4706)
H (-2.7034, -2.0652, 1.2429)
H (-0.7222, -2.1675, 1.6232)

Model b:
Below is a cluster of 2 separate species, C5H13N6O in total, with properties calculated with the ωB97M-V functional and the def2-TZVPD basis.

Frontier orbital gap ... 7.4869 eV
HOMO level ... -10.446 eV
Net charge ... +1

Element x y z (Å)
O (-2.3484, -1.5485, -1.0985)
N (0.4889, 0.4499, -1.3503)
N (-1.8810, 1.2063, -1.2029)
N (0.8375, 1.4919, 2.4741)
N (1.7198, 0.5416, 0.5462)
N (2.7646, 0.2788, -1.5528)
N (-0.5902, 0.9255, 0.7486)
C (0.5856, 1.0295, 1.1888)
C (-0.7931, 0.5498, -0.5637)
C (-1.0411, -1.9032, 1.0233)
C (-1.1914, -1.5564, -0.4268)
C (1.6687, 0.4741, -0.7742)
H (3.7725, 0.2007, -1.1993)
H (2.5895, 0.0794, -2.4621)
H (-0.4075, -1.1343, 1.4963)
H (-2.4178, 0.6361, -1.8121)
H (-3.1270, -1.5845, -0.5425)
H (0.3898, 0.5229, -2.3962)
H (-2.1020, -1.8558, 1.5047)
H (-0.5133, -2.8311, 1.1049)
H (2.5581, 0.6698, 0.9844)
H (-0.2775, -1.6815, -1.0364)
H (0.0777, 1.6908, 2.9715)
H (-2.4386, 1.5740, -0.4083)
H (1.6761, 1.7743, 2.7831)

Energetically preferred structure: model b | next structure: +0.0178 hartree

Model a:
Below is a structure of composition C3H7N2OS, with properties calculated with the ωB97M-V functional and the def2-TZVPD basis.

Frontier orbital gap ... 9.3169 eV
HOMO level ... -13.267 eV
Net charge ... +1

Element x y z (Å)
S (0.4264, -2.5545, -1.2788)
O (0.2642, 1.0209, 2.0722)
N (0.0399, -1.1650, 1.0699)
N (-0.4456, 1.8182, -0.6310)
C (0.2436, 0.1993, 1.1591)
C (0.2222, 0.6097, -0.2804)
C (-0.3397, -1.2907, -0.3347)
H (-1.4542, -1.1531, -0.4753)
H (1.5456, -2.9533, -0.4486)
H (0.0562, -1.7701, 1.8486)
H (-0.3944, 2.3935, 0.2739)
H (-1.4117, 1.7971, -0.8273)
H (1.1939, 0.5699, -0.9197)
H (0.0536, 2.4782, -1.2278)

Model b:
Below is the ion C3H7N2OS with charge +1, with properties calculated with the ωB97M-V functional and the def2-TZVPD basis.

Frontier orbital gap ... 7.8503 eV
HOMO level ... -13.916 eV
Net charge ... +1
SMILES ... C=CCS[N+](N)=O

Element x y z (Å)
S (-0.8142, -1.2008, -0.8197)
O (-1.4612, 1.1616, 0.2803)
N (-2.9501, -0.4591, 0.7158)
N (-1.7966, 0.0368, 0.0721)
C (1.3063, 0.2952, 0.2000)
C (0.7483, -0.1285, -1.0330)
C (2.6217, 0.3442, 0.3441)
H (-3.4697, 0.0874, 1.3459)
H (3.2106, 0.0469, -0.4972)
H (0.7012, 0.5439, 1.0512)
H (1.4325, -0.8406, -1.4703)
H (-3.1512, -1.3968, 0.5053)
H (3.1314, 0.8210, 1.1478)
H (0.4911, 0.6887, -1.8422)

Energetically preferred structure: model a | next structure: +0.0828 hartree

Model a:
Below is the ion C2H9N2O with charge +1, with properties calculated with the ωB97M-V functional and the def2-TZVPD basis.

Frontier orbital gap ... 10.6126 eV
HOMO level ... -14.425 eV
Net charge ... +1
SMILES ... [NH3+]CNCO

Element x y z (Å)
O (-1.1195, -2.0219, -1.3345)
N (0.8725, 0.8299, 1.3352)
N (0.3106, -0.2627, -0.7191)
C (-1.0473, -0.8721, -0.5777)
C (0.4531, 0.9949, -0.1261)
H (1.2585, 1.5690, -0.5718)
H (0.1296, 0.3692, 1.8745)
H (-0.8475, -2.7905, -0.8241)
H (-0.3518, 1.7392, -0.1102)
H (1.0713, 1.7328, 1.7718)
H (0.5821, -0.2801, -1.6932)
H (1.6885, 0.2223, 1.4184)
H (-1.2020, -1.0627, 0.4922)
H (-1.7981, -0.1672, -0.9355)

Model b:
Below is the ion C2H9N2O with charge +1, with properties calculated with the ωB97M-V functional and the def2-TZVPD basis.

Frontier orbital gap ... 11.2983 eV
HOMO level ... -14.779 eV
Net charge ... +1
SMILES ... N[C@H]([NH3+])CO

Element x y z (Å)
O (-1.6551, 0.0829, -0.6738)
N (0.3833, -1.2882, -0.4876)
N (1.3026, 1.0232, -0.2354)
C (-0.9782, 0.3965, 0.5761)
C (0.4453, -0.2021, 0.5844)
H (-1.6462, -0.1566, 1.3343)
H (-0.0765, -2.1365, -0.1554)
H (1.3199, 1.9207, 0.2431)
H (1.1554, -1.4355, -1.1100)
H (-1.6761, 0.9437, -1.1650)
H (0.6801, -0.3198, 1.6298)
H (-0.9585, 1.4901, 0.7766)
H (-0.5640, -0.9986, -0.9736)
H (2.2681, 0.6801, -0.3438)

Model c:
Below is the ion C2H9N2O with charge +1, with properties calculated with the ωB97M-V functional and the def2-TZVPD basis.

Frontier orbital gap ... 11.7487 eV
HOMO level ... -15.298 eV
Net charge ... +1
SMILES ... C[NH2+][C@H](N)O

Element x y z (Å)
O (0.2789, 0.8311, 1.8731)
N (0.6893, 1.6489, -0.3249)
N (0.0303, -0.6646, 0.1272)
C (-0.1363, 0.9223, 0.5870)
C (-0.8786, -1.1952, -0.8735)
H (-1.8325, -1.3194, -0.3686)
H (-0.5819, -2.3288, -1.1708)
H (1.2410, 0.6660, 1.7928)
H (-0.9053, -0.5480, -1.6848)
H (1.1491, -0.7726, -0.0239)
H (0.1201, 2.2336, -0.9668)
H (-1.1342, 1.1338, 0.5863)
H (1.4677, 2.1198, 0.0188)
H (-0.1289, -1.2137, 0.9875)

Energetically preferred structure: model a | next structure: +0.0171 hartree

Model a:
Below is a cluster of 2 separate species, C2H9N2O in total, with properties calculated with the ωB97M-V functional and the def2-TZVPD basis.

Frontier orbital gap ... 11.4827 eV
HOMO level ... -14.753 eV
Net charge ... +1

Element x y z (Å)
O (-0.0734, -0.6440, 0.3581)
N (1.0229, 1.1029, -1.1341)
N (-2.1353, -1.5235, 0.9070)
C (1.8301, 2.1356, -0.2743)
C (-0.9172, -1.5590, 0.3586)
H (0.5228, 1.6926, -1.9129)
H (-2.3652, -0.8193, 1.6468)
H (0.4263, 0.6149, -0.3730)
H (2.6703, 2.5491, -0.8491)
H (1.8775, 0.5297, -1.4210)
H (1.0721, 2.9346, -0.0309)
H (-1.0361, -2.2301, -0.4672)
H (-2.5788, -2.4915, 0.9618)
H (2.3075, 1.8564, 0.6647)

Model b:
Below is a cluster of 2 separate species, C2H9N2O in total, with properties calculated with the ωB97M-V functional and the def2-TZVPD basis.

Frontier orbital gap ... 9.2013 eV
HOMO level ... -14.292 eV
Net charge ... +1

Element x y z (Å)
O (1.0451, 0.9515, -0.2892)
N (0.3275, -1.5401, -0.7327)
N (-0.8275, 1.0251, 1.2544)
C (0.3148, 1.7104, 0.7623)
C (-0.7941, -1.9913, -1.1151)
H (-1.4734, 0.7846, 0.5143)
H (-1.6121, -1.2971, -1.2663)
H (0.4771, -0.4990, -0.5265)
H (1.0881, -2.1925, -0.5694)
H (0.0315, 2.6499, 0.2974)
H (-0.5583, 0.1961, 1.7722)
H (1.9079, 1.3704, -0.3698)
H (1.0122, 1.8789, 1.5781)
H (-0.9387, -3.0469, -1.3100)

Energetically preferred structure: model a | next structure: +0.0097 hartree